A cluster of 14 separate species, C29H91N23O14 in total, computed with ωB97M-V/def2-TZVPD.

The value obtained for the total energy is -94487.967 eV. The HOMO energy (alpha / beta) comes out at 0.224 / -6.684 eV. The expectation value of S² is 0.75. As for the spin multiplicity: 2. Its charge is -1. The frontier orbital gap (alpha / beta) comes out at 1.6 / 8.5 eV. As for the energy relative to the best compared isomer or geometry (same formula, charge and spin): 0.00 kJ/mol.

Last column: Löwdin spin population.
Positions of all 157 atoms, in Å:
C (-1.665, -1.616, 8.301)  0.02
C (-1.224, -1.263, 6.874)  0.02
C (-1.727, -2.259, 5.761)  0.00
O (-0.937, -3.471, 5.561)  0.00
C (0.328, -3.332, 4.967)  0.01
N (-1.807, 0.049, 6.640)  0.01
H (-1.363, -2.641, 8.519)  0.00
H (-2.748, -1.602, 8.426)  0.00
H (-1.197, -0.889, 8.964)  0.01
H (-0.141, -1.169, 6.794)  0.01
H (-1.728, -1.783, 4.780)  0.00
H (-2.770, -2.368, 6.057)  0.00
H (0.843, -4.288, 5.052)  0.00
H (0.880, -2.661, 5.625)  0.02
H (0.394, -2.952, 3.947)  0.00
H (-1.620, 0.613, 7.456)  0.02
H (-1.198, 0.415, 5.922)  0.00
C (4.390, -4.045, 2.380)  0.01
C (3.416, -3.994, 1.187)  0.00
C (1.997, -3.901, 1.735)  0.00
O (1.073, -4.788, 0.989)  0.00
C (0.789, -4.659, -0.384)  0.00
N (3.829, -2.963, 0.210)  0.00
H (4.129, -4.824, 3.096)  0.00
H (4.509, -3.073, 2.859)  0.01
H (5.369, -4.345, 2.006)  0.00
H (3.468, -4.875, 0.548)  0.00
H (1.602, -2.888, 1.663)  0.00
H (1.907, -4.151, 2.793)  0.00
H (-0.066, -5.308, -0.576)  0.00
H (1.584, -4.987, -1.053)  0.00
H (0.444, -3.658, -0.641)  0.00
H (3.768, -2.074, 0.685)  0.00
H (3.061, -2.899, -0.443)  0.00
C (0.531, 2.399, -8.731)  0.00
C (-0.038, 1.558, -7.569)  0.00
C (1.050, 0.419, -7.434)  0.00
O (0.745, -0.335, -6.298)  0.00
C (1.755, -1.237, -6.061)  0.00
N (-0.215, 2.389, -6.429)  0.00
H (1.602, 2.595, -8.677)  0.00
H (0.148, 3.413, -8.845)  0.00
H (0.303, 1.753, -9.578)  0.00
H (-1.046, 1.255, -7.851)  0.00
H (2.054, 0.843, -7.401)  0.00
H (1.053, -0.133, -8.374)  0.00
H (1.516, -1.739, -5.123)  0.00
H (2.745, -0.781, -6.072)  0.00
H (1.920, -2.026, -6.794)  0.00
H (0.604, 2.842, -6.050)  0.00
H (-0.384, 1.689, -5.721)  0.00
C (-0.886, -0.899, 1.702)  0.00
C (0.124, -0.006, 0.905)  0.00
C (0.340, -0.237, -0.616)  0.00
O (1.427, -1.121, -0.750)  0.00
C (1.586, -1.371, -2.092)  0.00
N (-0.210, 1.305, 1.292)  0.00
H (-0.619, -0.744, 2.747)  0.00
H (-0.505, -1.867, 1.375)  0.00
H (-1.920, -0.772, 1.382)  0.00
H (1.096, -0.118, 1.386)  0.00
H (0.718, 0.728, -0.955)  0.00
H (-0.541, -0.505, -1.198)  0.00
H (2.496, -1.941, -2.281)  0.00
H (1.440, -0.443, -2.645)  0.00
H (0.715, -1.978, -2.340)  0.00
H (-0.595, 1.414, 2.219)  0.00
H (-0.998, 1.665, 0.772)  0.00
C (4.306, 0.902, -3.512)  0.00
C (3.637, 1.654, -4.598)  0.00
C (3.147, 2.986, -4.057)  0.00
O (2.203, 3.671, -4.910)  0.00
C (2.688, 4.349, -6.085)  0.00
N (4.455, 1.833, -5.803)  0.00
H (3.694, 0.856, -2.612)  0.00
H (5.247, 1.324, -3.157)  0.00
H (4.579, -0.103, -3.832)  0.00
H (2.718, 1.117, -4.835)  0.00
H (3.950, 3.623, -3.685)  0.00
H (2.614, 2.796, -3.126)  0.00
H (1.906, 4.979, -6.510)  0.00
H (2.889, 3.664, -6.909)  0.00
H (3.622, 4.846, -5.823)  0.00
H (4.781, 0.946, -6.160)  0.00
H (4.027, 2.344, -6.562)  0.00
C (-2.902, -4.069, 1.825)  0.00
O (-3.256, -3.886, 0.681)  0.00
N (-1.680, -4.423, 2.168)  0.00
N (-3.641, -4.037, 2.906)  0.00
H (-1.595, -4.807, 3.098)  0.00
H (-0.909, -4.308, 1.526)  0.00
H (-4.561, -3.676, 2.698)  0.00
H (-3.258, -4.407, 3.764)  0.00
C (-2.657, -0.106, -3.985)  0.00
O (-2.542, 0.447, -2.898)  0.00
N (-1.554, -0.463, -4.571)  0.00
N (-3.773, -0.332, -4.666)  0.00
H (-1.695, -0.970, -5.432)  0.00
H (-0.673, -0.323, -4.097)  0.00
H (-4.533, -0.448, -4.011)  0.00
H (-3.645, -0.677, -5.607)  0.00
C (1.273, 1.169, 4.637)  0.12
O (0.045, 1.259, 4.687)  0.07
N (2.065, 1.012, 5.642)  0.12
N (1.953, 1.110, 3.528)  0.03
H (1.729, 1.426, 6.499)  0.08
H (3.007, 0.780, 5.360)  0.12
H (2.942, 0.957, 3.396)  0.04
H (1.465, 1.128, 2.644)  0.00
C (-5.261, -1.216, -1.349)  0.00
O (-5.660, -0.880, -2.459)  0.00
N (-4.040, -1.250, -0.948)  0.00
N (-5.975, -1.313, -0.286)  0.00
H (-3.767, -1.594, -0.039)  0.00
H (-3.436, -0.810, -1.628)  0.00
H (-6.943, -1.056, -0.420)  0.00
H (-5.533, -1.310, 0.622)  0.00
C (-4.892, -0.781, 2.971)  0.00
O (-4.533, -1.214, 1.941)  0.00
N (-4.272, -1.113, 4.042)  0.00
N (-5.866, 0.056, 3.129)  0.00
H (-3.501, -1.763, 3.980)  0.00
H (-4.504, -0.677, 4.923)  0.00
H (-6.189, 0.425, 4.012)  0.00
H (-6.141, 0.558, 2.297)  0.00
C (-2.963, 2.764, 3.470)  0.01
O (-4.014, 2.953, 2.951)  0.00
N (-2.780, 2.013, 4.455)  0.00
N (-1.759, 3.227, 3.069)  0.00
H (-3.582, 1.557, 4.867)  0.00
H (-1.868, 1.977, 4.886)  0.00
H (-0.955, 3.180, 3.679)  0.01
H (-1.860, 3.668, 2.166)  0.00
C (2.123, 4.549, 0.629)  0.03
O (3.129, 3.887, 0.361)  0.02
N (2.098, 5.799, 0.980)  0.01
N (0.892, 4.190, 0.740)  0.00
H (1.192, 6.237, 1.066)  0.00
H (2.959, 6.301, 1.142)  0.00
H (0.655, 3.220, 0.591)  0.00
H (0.177, 4.890, 0.871)  0.00
C (3.927, 0.650, 0.993)  0.01
O (4.039, -0.515, 1.308)  0.03
N (3.086, 1.171, 0.178)  0.00
N (4.682, 1.621, 1.483)  0.02
H (3.224, 2.140, -0.071)  0.00
H (2.455, 0.513, -0.258)  0.00
H (4.565, 2.552, 1.110)  0.00
H (5.250, 1.414, 2.292)  0.05
C (-2.716, 2.960, -0.445)  0.00
O (-2.564, 3.907, 0.308)  0.00
N (-3.436, 1.871, -0.168)  0.00
N (-2.016, 2.862, -1.521)  0.00
H (-3.719, 1.364, -0.995)  0.00
H (-3.947, 1.874, 0.703)  0.00
H (-1.389, 3.615, -1.769)  0.00
H (-2.038, 2.014, -2.069)  0.00